[1]
Density functional theory data (ωB97M-V/def2-TZVPD) for 3 unconnected molecules or ions with the total composition C6H13NO2 in a non-equilibrium geometry.

Cartesian coordinates (Å):
N  -0.1772  2.1105  2.1876
H  1.5572  1.6037  -1.6017
H  1.3596  -0.6257  3.2743
O  -0.7347  0.4599  -1.3234
H  0.2370  -1.7942  2.5862
H  -0.1956  -2.1672  -1.8312
H  -1.8058  2.7598  1.0519
H  -2.0502  -1.0753  -0.8229
H  -1.1208  0.8282  1.1809
C  0.6191  -1.5034  -1.5873
C  0.4608  -0.2065  -1.3159
H  1.5597  -1.1511  1.5741
H  1.4225  1.0798  0.0770
H  -2.7409  0.4147  -1.5146
H  1.6097  -1.9308  -1.5653
O  -0.0119  0.1469  1.9685
C  -1.9132  -0.2899  -1.5731
C  -1.1151  2.0129  1.4215
C  1.5668  0.7303  -0.9464
H  -1.8911  -0.7424  -2.5694
H  2.5344  0.2381  -1.0229
C  0.8296  -0.8985  2.3522

Output
**Max |F|**: 1.019 eV Å⁻¹
**Electronic energy**: -12012.13161 eV

***

[2]
Density functional theory data (ωB97M-V/def2-TZVPD) for a molecular structure, C17H22Br42GaO3 in a non-equilibrium geometry.

Cartesian coordinates (Å):
Br  3.0659  4.0372  -1.6942
Br  -5.0472  -5.9027  -3.1494
Br  2.4442  5.2958  -9.2408
Br  3.0326  -2.5059  -3.0083
C  2.2391  -1.1711  -1.8594
H  7.0232  1.1030  4.8205
C  1.2478  5.8670  9.8691
Ga  -0.6332  0.9685  3.5033
Br  -6.5817  -6.4860  -0.4447
Br  8.3561  -3.2067  3.7361
Br  2.2340  1.8605  8.6756
Br  0.4378  2.5586  -6.9338
Br  7.4921  -2.0273  0.9044
H  1.5230  1.8048  4.8641
H  1.3683  -0.2379  5.4253
Br  1.9161  2.8892  1.0476
H  -1.9901  2.4792  -6.5558
H  -1.6510  2.1929  3.3314
Br  -4.0309  -8.1107  2.0071
Br  5.5087  -1.7408  3.3604
H  -4.5806  -7.5760  -1.3966
Br  -1.5566  3.0605  -3.6812
C  -6.3680  -2.3731  -0.9680
Br  -0.1855  3.0101  6.9787
Br  -0.0693  -0.0827  7.6764
H  6.4403  -3.7765  2.2847
Br  -1.3711  -3.4625  2.1999
H  1.3117  2.6990  3.3985
C  1.2607  5.2652  -10.7501
C  6.1782  1.7315  5.0703
Br  -8.0747  -1.7487  -0.3361
Br  -2.4404  -9.2765  -0.4863
H  -0.1852  1.8766  9.1671
C  1.5058  3.7815  -0.5897
Br  -1.9498  3.6545  -8.7295
Br  -2.9376  -4.8029  -0.2208
C  1.9014  -0.9054  4.7565
Br  2.5501  0.6086  -2.5145
C  0.3657  1.6879  8.2572
Br  2.8007  5.5306  8.7980
C  -4.2136  2.9615  -12.2566
C  -2.3474  -8.7824  1.3743
Br  0.5820  5.4490  -0.3020
Br  -6.3392  -8.7695  -2.6467
H  -2.1310  -9.6824  1.9300
C  -5.5010  -7.2341  -1.8516
C  -1.3993  -3.7645  0.3092
Br  1.8534  6.4541  -12.1427
Br  -3.7124  1.2984  -11.4429
Br  -6.4272  -2.8186  -2.8374
Br  2.7967  -1.3238  -0.0397
Br  -0.9236  -7.5471  1.7102
H  -1.0359  0.1038  4.8041
Br  -1.2246  1.0119  -1.2888
O  3.1215  -1.0701  2.7765
Br  0.9906  3.4850  -11.4099
C  1.2803  1.6871  3.8037
Br  -4.9590  -1.1404  -0.5759
H  -0.6176  -1.0671  2.3963
H  1.1697  -1.3325  -1.8827
H  -6.1479  -3.2886  -0.4352
H  0.8313  3.1411  -1.1423
Br  -1.2780  -2.1046  -0.6294
Br  6.4525  3.4216  4.2002
C  -1.8081  1.2399  -3.0953
H  -0.5258  -4.3484  0.0558
H  0.3005  5.6267  -10.4104
H  1.2082  -1.6942  4.4615
C  -1.3912  2.3320  -7.4442
H  2.6956  -1.3803  5.3344
H  -4.8134  2.7315  -13.1243
Br  4.5889  0.8788  4.4164
Br  6.1726  1.9148  6.9930
H  -2.8690  1.0368  -3.1250
Br  -0.9627  -0.0168  -4.2786
Br  -5.2995  4.0246  -11.0796
Br  0.8281  4.3950  11.0365
Br  -1.7463  0.5585  -8.0930
Br  1.4073  7.5125  10.8546
O  -0.6169  -0.1813  2.0182
C  2.4795  -0.3259  3.4958
C  6.8755  -2.8223  2.5427
H  0.4128  5.9796  9.1929
O  2.3657  0.9457  3.1222
Br  -2.6729  3.9354  -12.8675

Output
**Max |F|**: 2.474 eV Å⁻¹
**Net charge**: -1
**Electronic energy**: -3018285.13924 eV

***

[3]
Density functional theory data (ωB97M-V/def2-TZVPD) for 17 unconnected molecules or ions with the total composition H33O17 in a non-equilibrium geometry.

Cartesian coordinates (Å):
H  -0.5602  -0.4409  -4.0118
H  -1.1032  3.3400  0.5809
H  4.9000  -1.0099  0.7321
H  1.8067  2.9424  -3.4364
H  1.9144  2.0981  3.8336
H  -3.8789  -0.9232  2.6021
O  0.0935  -0.6151  -2.3570
H  0.0431  1.3524  1.0219
O  2.1652  2.7110  -2.5922
H  0.9384  -3.2724  -0.8446
O  1.2315  0.8816  -0.8297
O  4.3593  -1.1795  -0.0347
H  2.9193  -0.1092  3.3089
H  -3.7995  -2.2153  3.3463
H  1.7195  -0.0380  2.3228
O  -4.2723  -1.3797  3.3562
O  1.9851  0.1983  -4.6111
H  -2.8683  1.6310  1.7829
H  -1.1101  -0.5455  1.0343
H  0.6940  0.0375  0.7915
H  0.8665  -0.1070  -1.7074
O  -0.1558  3.1448  0.5991
O  2.6199  -0.3636  2.4480
H  0.7911  1.3056  3.2515
O  -2.2179  -4.4929  2.0432
O  1.2818  1.4394  4.0673
H  1.9336  0.3356  -3.6669
O  2.0964  3.0332  1.8977
H  0.3176  -2.2389  -2.0012
H  -1.7107  -1.1689  -0.1548
H  3.4981  -0.7982  0.1451
O  0.1274  0.4639  1.4764
H  0.7607  1.6268  -1.1333
H  2.3664  2.8971  0.9897
O  0.3107  -3.1147  -1.5418
O  -2.5848  2.2219  1.0815
H  2.6064  1.8610  -2.6172
H  1.2467  3.4227  2.0309
H  -3.5532  -2.5030  -0.7586
H  -2.0422  1.6767  0.5120
O  -4.4576  -2.6015  -0.4854
O  -2.0167  -0.7941  0.6796
H  -4.4017  -1.9751  0.2492
H  1.2468  -0.3402  -4.9228
H  -0.6651  -0.7821  -1.8103
H  0.2273  3.0790  -0.2662
H  -1.2982  -4.3941  2.2550
H  -2.5560  -3.8322  1.4411
H  -1.2245  -0.5493  -5.2354
O  -0.5906  0.0847  -4.8621

Output
**Max |F|**: 2.754 eV Å⁻¹
**Net charge**: -1
**Electronic energy**: -35344.99811 eV

***

[4]
Density functional theory data (ωB97M-V/def2-TZVPD) for 2 unconnected molecules or ions with the total composition C3H9ClN in a non-equilibrium geometry.

Cartesian coordinates (Å):
H  0.1198  0.3412  1.6436
C  2.3647  -1.5198  -0.9321
H  -2.1296  -0.8952  1.4662
H  -0.0614  0.3225  -1.2025
H  0.8647  1.4787  -0.1274
H  -0.8444  1.8516  -0.7366
C  -1.9407  0.1675  1.0859
H  3.4644  -1.4449  -1.2198
C  -0.4212  0.3300  0.7503
H  -2.4067  0.3788  0.1091
Cl  1.2077  -0.9481  -2.0089
H  -2.0793  0.9198  1.8144
H  1.9706  -2.0853  -0.2139
N  -0.1084  1.1032  -0.4285

Output
**Max |F|**: 4.548 eV Å⁻¹
**Net charge**: +1
**Electronic energy**: -17257.78682 eV

***

[5]
Density functional theory data (ωB97M-V/def2-TZVPD) for 2 unconnected molecules or ions with the total composition C6H16 in a non-equilibrium geometry.

Cartesian coordinates (Å):
H  1.7087  -2.2852  -1.4344
H  0.6938  -0.8384  2.1900
H  2.9953  0.7022  -0.0678
H  2.0431  -1.7904  1.7124
H  -2.5826  2.5437  0.0279
H  3.2468  -1.1182  -1.0396
H  -3.2247  0.8342  -1.7851
H  0.5157  -2.3109  1.1764
C  -3.0919  0.4847  -0.6843
C  1.2546  -0.6097  0.0277
H  1.9039  1.2893  1.2974
H  2.0860  -0.6560  -2.2265
C  1.9618  0.7627  0.2615
H  -4.0133  -0.0072  -0.4927
C  1.1042  -1.3911  1.3574
H  1.4038  1.4110  -0.5125
H  -2.4461  -0.2555  -0.9178
H  -3.4568  1.6290  1.1806
C  -2.6976  1.5086  0.4459
H  -1.7562  1.4200  0.9328
H  0.2529  -0.1140  -0.2938
C  2.0986  -1.2090  -1.1557

Output
**Max |F|**: 3.684 eV Å⁻¹
**Electronic energy**: -6479.46505 eV
**SMILES string**: CC(C)C.CC

***

[6]
Density functional theory data (ωB97M-V/def2-TZVPD) for a molecular structure, C13H15CoN5O8P2S.

Cartesian coordinates (Å):
N  0.1512  -1.2330  -0.9191
C  -0.4787  -3.4064  2.0132
H  1.7350  5.0527  1.8302
C  -0.0773  -2.3132  -0.0615
H  2.9429  3.2108  2.6072
H  -0.7853  1.0335  2.1449
H  3.1382  4.8440  0.7377
O  1.8222  0.9523  -0.8098
C  -2.7522  -0.4771  -0.9666
C  -3.9902  -2.2000  0.2527
H  -0.8052  -5.5276  1.9206
O  -0.6157  3.7787  1.9577
O  -1.9915  0.5442  -1.0317
P  0.0366  2.7909  1.0971
H  1.1474  0.0563  -2.8794
O  4.0362  2.1509  -0.3475
O  2.3823  3.2401  -1.7921
N  0.6305  -0.7696  -3.1552
H  -2.9399  -0.5174  -2.9707
O  0.0328  1.2632  1.6416
Co  -0.1347  0.6977  -0.6122
H  4.2524  1.8241  0.5394
C  1.8619  3.1034  0.9756
N  -3.1327  -1.0468  -2.1377
C  2.0820  4.6085  0.8964
H  -3.8974  -1.7019  -2.1510
H  0.8995  -1.1658  -4.0395
C  -3.2109  -1.0200  0.2478
C  0.3477  -1.6317  -2.1419
N  -4.5904  -3.1837  0.1868
O  2.6185  2.5064  2.0352
C  -2.7778  -0.4175  1.4430
O  -0.3221  2.6224  -0.3875
H  3.2118  3.6924  -1.9890
H  1.4946  5.0463  0.0908
H  -0.6116  -3.3630  3.0858
C  -0.2179  -2.2410  1.3180
S  0.1747  -3.3381  -2.4107
H  -0.4770  -5.6692  -0.5261
N  -2.3768  0.1151  2.3862
C  -0.4076  -4.7195  -0.0135
C  -0.1441  -3.5471  -0.7069
C  -0.5842  -4.6330  1.3550
H  -0.1384  -1.2900  1.8248
P  2.4613  2.2788  -0.5379

Output
**Max |F|**: 0.164 eV Å⁻¹
**Electronic energy**: -104602.19707 eV
**Spin multiplicity**: 2
**Expectation value of S²**: 0.800

***

Please write out number 6 again, unchanged.
Density functional theory data (ωB97M-V/def2-TZVPD) for a molecular structure, C13H15CoN5O8P2S.

Cartesian coordinates (Å):
N  0.1512  -1.2330  -0.9191
C  -0.4787  -3.4064  2.0132
H  1.7350  5.0527  1.8302
C  -0.0773  -2.3132  -0.0615
H  2.9429  3.2108  2.6072
H  -0.7853  1.0335  2.1449
H  3.1382  4.8440  0.7377
O  1.8222  0.9523  -0.8098
C  -2.7522  -0.4771  -0.9666
C  -3.9902  -2.2000  0.2527
H  -0.8052  -5.5276  1.9206
O  -0.6157  3.7787  1.9577
O  -1.9915  0.5442  -1.0317
P  0.0366  2.7909  1.0971
H  1.1474  0.0563  -2.8794
O  4.0362  2.1509  -0.3475
O  2.3823  3.2401  -1.7921
N  0.6305  -0.7696  -3.1552
H  -2.9399  -0.5174  -2.9707
O  0.0328  1.2632  1.6416
Co  -0.1347  0.6977  -0.6122
H  4.2524  1.8241  0.5394
C  1.8619  3.1034  0.9756
N  -3.1327  -1.0468  -2.1377
C  2.0820  4.6085  0.8964
H  -3.8974  -1.7019  -2.1510
H  0.8995  -1.1658  -4.0395
C  -3.2109  -1.0200  0.2478
C  0.3477  -1.6317  -2.1419
N  -4.5904  -3.1837  0.1868
O  2.6185  2.5064  2.0352
C  -2.7778  -0.4175  1.4430
O  -0.3221  2.6224  -0.3875
H  3.2118  3.6924  -1.9890
H  1.4946  5.0463  0.0908
H  -0.6116  -3.3630  3.0858
C  -0.2179  -2.2410  1.3180
S  0.1747  -3.3381  -2.4107
H  -0.4770  -5.6692  -0.5261
N  -2.3768  0.1151  2.3862
C  -0.4076  -4.7195  -0.0135
C  -0.1441  -3.5471  -0.7069
C  -0.5842  -4.6330  1.3550
H  -0.1384  -1.2900  1.8248
P  2.4613  2.2788  -0.5379

Output
**Max |F|**: 0.164 eV Å⁻¹
**Electronic energy**: -104602.19707 eV
**Spin multiplicity**: 2
**Expectation value of S²**: 0.800

***

- Which value of electronic energy does entry 2 give?
  -3018285.13924 eV

***

- What is the formula in the fourth record?
  C3H9ClN